Computed, not measured: a 2-piece molecular cluster, C8H13N4 overall at a distorted geometry, with ωB97M-V/def2-TZVPD.

Results
Energy relative to the best compared isomer or geometry (same formula, charge and spin): 541.0 kJ/mol
Charge: +1
E_LUMO: -5.682 eV

Atoms and positions in Å:
1 N -2.871 1.337 0.594
2 N -0.629 1.360 0.471
3 N 2.744 0.089 0.280
4 N 2.165 -0.181 1.343
5 C -3.950 0.902 0.161
6 C -1.748 -0.728 -0.063
7 C -1.708 0.745 0.287
8 C -4.125 -0.420 -0.388
9 C 3.886 -0.716 -0.052
10 C -3.112 -1.295 -0.320
11 C -0.676 -1.548 -0.211
12 C 2.634 1.170 -0.580
13 H 1.511 0.418 1.728
14 H 3.682 -1.519 -0.834
15 H 0.216 -1.062 0.043
16 H 3.355 1.950 -0.220
17 H -0.796 -2.586 -0.428
18 H -1.002 2.263 0.793
19 H 1.661 1.578 -0.793
20 H 4.370 -1.164 0.785
21 H -4.899 1.546 0.232
22 H 3.174 0.882 -1.574
23 H -5.122 -0.573 -0.625
24 H 4.627 -0.119 -0.535
25 H -3.386 -2.328 -0.096



Computed, not measured: an isolated molecule of C8H13NO2 at a distorted geometry, with ωB97M-V/def2-TZVPD.

Results
Energy relative to the best compared isomer or geometry (same formula, charge and spin): 0.0 kJ/mol
E_LUMO (alpha / beta): 1.006 / -0.707 eV
Multiplicity: 3

Atoms and positions in Å:
1 O 1.376 0.476 -1.224
2 O -1.063 0.345 1.096
3 N -1.758 -0.888 -0.860
4 C 1.312 -1.434 1.228
5 C 0.452 -1.369 0.062
6 C -0.225 1.509 1.213
7 C 0.239 1.175 -1.243
8 C 0.075 2.196 -0.185
9 C -2.925 -0.451 -0.797
10 C -0.793 -0.547 -0.006
11 C 1.186 -0.967 -1.232
12 H 0.220 -2.358 -0.131
13 H 0.641 -1.273 2.071
14 H -3.311 0.198 -0.005
15 H -3.646 -0.824 -1.463
16 H -0.877 2.250 1.643
17 H -0.721 2.937 -0.455
18 H 2.102 -1.584 -1.302
19 H 1.862 -2.385 1.266
20 H -0.401 1.210 -2.204
21 H 0.986 2.599 -0.003
22 H 0.495 -1.224 -2.052
23 H 0.796 1.385 1.775
24 H 1.954 -0.670 1.258



Question: The highest energy relative to the best compared isomer or geometry (same formula, charge and spin) belongs to which entry?
Answer: C8H13N4



Question: What is the energy relative to the best compared isomer or geometry (same formula, charge and spin) in the first record?
Answer: 541.0 kJ/mol



Copy entry 1 word for word.
Computed, not measured: a 2-piece molecular cluster, C8H13N4 overall at a distorted geometry, with ωB97M-V/def2-TZVPD.

Results
Energy relative to the best compared isomer or geometry (same formula, charge and spin): 541.0 kJ/mol
Charge: +1
E_LUMO: -5.682 eV

Atoms and positions in Å:
1 N -2.871 1.337 0.594
2 N -0.629 1.360 0.471
3 N 2.744 0.089 0.280
4 N 2.165 -0.181 1.343
5 C -3.950 0.902 0.161
6 C -1.748 -0.728 -0.063
7 C -1.708 0.745 0.287
8 C -4.125 -0.420 -0.388
9 C 3.886 -0.716 -0.052
10 C -3.112 -1.295 -0.320
11 C -0.676 -1.548 -0.211
12 C 2.634 1.170 -0.580
13 H 1.511 0.418 1.728
14 H 3.682 -1.519 -0.834
15 H 0.216 -1.062 0.043
16 H 3.355 1.950 -0.220
17 H -0.796 -2.586 -0.428
18 H -1.002 2.263 0.793
19 H 1.661 1.578 -0.793
20 H 4.370 -1.164 0.785
21 H -4.899 1.546 0.232
22 H 3.174 0.882 -1.574
23 H -5.122 -0.573 -0.625
24 H 4.627 -0.119 -0.535
25 H -3.386 -2.328 -0.096